Version 1
C45H42I2N5O4RbTe as an isolated structure, computed with ωB97M-V/def2-TZVPD.

Summary:
**HOMO-LUMO gap**: 6.0 eV
**Total charge**: -2
**2S+1**: 1

XYZ file:
```
100
C45H42I2N5O4RbTe (ωB97M-V/def2-TZVPD)
Rb -0.17 -1.12 0.63
I 5.50 -5.03 5.65
C 3.77 -4.59 4.56
C 2.86 -3.65 5.04
C 1.84 -3.22 4.17
I 0.39 -1.82 4.81
C 1.56 -3.78 2.92
O 0.58 -3.45 2.19
C 2.54 -4.71 2.46
C 2.55 -5.20 1.03
N 2.29 -4.10 0.06
C 1.76 -4.59 -1.21
C 0.82 -3.62 -1.88
C 1.13 -3.19 -3.15
C 0.18 -2.50 -3.85
C -1.06 -2.33 -3.28
C -1.31 -2.80 -1.98
N -0.33 -3.37 -1.31
C 3.59 -5.03 3.26
H 2.95 -3.23 6.00
H 1.83 -5.93 0.84
H 3.49 -5.72 0.79
H 1.60 -3.45 0.48
H 1.18 -5.50 -1.09
H 2.54 -4.84 -1.91
H 2.09 -3.40 -3.56
H 0.36 -2.12 -4.84
H -1.88 -1.86 -3.79
H -2.26 -2.64 -1.49
H 4.22 -5.71 2.78
C 2.13 3.19 2.87
C 2.00 1.88 2.16
N 1.09 1.69 1.26
N 0.18 2.68 1.06
C -0.55 2.39 0.02
O -0.49 1.34 -0.67
C -1.48 3.51 -0.39
C -1.37 4.79 0.14
C -2.16 5.81 -0.33
C -3.13 5.56 -1.30
C -3.26 4.25 -1.78
C -2.45 3.26 -1.34
C 2.93 0.75 2.35
C 3.75 0.76 3.49
C 4.48 -0.37 3.73
C 4.49 -1.45 2.84
C 3.61 -1.37 1.77
N 2.85 -0.31 1.52
H 2.02 3.99 2.15
H 3.14 3.35 3.21
H 1.43 3.36 3.68
H -0.54 4.94 0.85
H -2.01 6.82 0.01
H -3.75 6.34 -1.79
H -4.06 3.99 -2.51
H -2.61 2.23 -1.64
H 3.76 1.52 4.30
H 4.97 -0.50 4.69
H 5.03 -2.35 3.07
H 3.34 -2.19 1.13
C -4.54 4.39 2.88
C -4.67 2.98 2.41
C -5.14 2.71 1.16
C -5.10 1.45 0.55
C -5.50 1.33 -0.95
C -4.57 0.37 1.26
C -4.03 0.64 2.56
C -3.24 -0.43 3.31
C -4.12 1.90 3.11
C -4.32 -0.99 0.59
O -5.34 -1.66 0.31
O -3.15 -1.26 0.30
H -3.79 4.90 2.29
H -4.19 4.50 3.97
H -5.41 4.97 2.68
H -5.52 3.58 0.59
H -6.23 2.09 -1.20
H -6.07 0.42 -1.20
H -4.55 1.39 -1.49
H -3.77 -1.44 3.36
H -3.03 -0.20 4.34
H -2.28 -0.64 2.84
H -3.78 2.08 4.19
C 3.44 0.97 -3.55
Te 1.97 1.24 -1.98
C 0.58 1.25 -3.57
C 1.36 0.86 -4.88
C 0.67 0.53 -6.03
C 1.38 -0.04 -7.09
C 2.73 -0.28 -7.03
C 3.40 0.06 -5.87
C 2.71 0.69 -4.81
H 4.11 0.13 -3.36
H 4.07 1.82 -3.69
H 0.10 2.26 -3.67
H -0.17 0.46 -3.40
H -0.40 0.73 -6.12
H 0.83 -0.29 -8.02
H 3.18 -0.73 -7.84
H 4.42 -0.13 -5.79
```

***

Version 2
C45H42I2N5O4RbTe as an isolated structure, computed with ωB97M-V/def2-TZVPD.

Summary:
**HOMO-LUMO gap**: 5.9 eV
**Total charge**: -2
**2S+1**: 1

XYZ file:
```
100
C45H42I2N5O4RbTe (ωB97M-V/def2-TZVPD)
Rb 12.73 11.18 16.05
I 16.34 9.35 8.24
C 15.30 10.13 9.93
C 15.08 11.50 10.02
C 14.42 12.05 11.10
I 14.12 14.11 11.09
C 13.85 11.24 12.18
O 13.24 11.67 13.17
C 14.00 9.85 11.91
C 13.51 8.86 12.95
N 14.35 8.86 14.15
C 14.30 7.62 14.91
C 15.15 7.76 16.14
C 16.52 7.96 16.16
C 17.18 8.12 17.36
C 16.44 8.12 18.52
C 15.10 7.83 18.42
N 14.43 7.60 17.28
C 14.76 9.31 10.87
H 15.36 12.11 9.21
H 13.48 7.85 12.46
H 12.46 9.00 13.23
H 15.31 9.10 13.88
H 14.66 6.75 14.33
H 13.29 7.37 15.18
H 17.02 7.98 15.19
H 18.29 8.24 17.30
H 16.84 8.19 19.51
H 14.49 7.80 19.32
H 14.77 8.26 10.84
C 14.47 17.54 16.43
C 14.94 16.25 17.06
N 14.26 15.20 17.20
N 12.97 15.33 16.74
C 12.15 14.42 17.17
O 12.29 13.33 17.76
C 10.73 14.76 16.73
C 9.86 13.67 16.40
C 8.65 14.01 15.86
C 8.16 15.32 15.84
C 9.00 16.35 16.30
C 10.30 16.06 16.69
C 16.36 16.14 17.30
C 17.29 16.49 16.25
C 18.67 16.23 16.44
C 19.01 15.75 17.68
C 18.08 15.52 18.67
N 16.79 15.69 18.46
H 13.45 17.75 16.65
H 14.55 17.46 15.31
H 15.05 18.36 16.80
H 10.26 12.67 16.42
H 8.03 13.22 15.51
H 7.20 15.56 15.45
H 8.65 17.38 16.27
H 10.97 16.84 17.00
H 16.91 16.92 15.36
H 19.47 16.42 15.69
H 20.03 15.58 17.89
H 18.32 15.13 19.69
C 7.15 6.70 10.96
C 7.98 7.21 12.08
C 8.16 6.46 13.25
C 8.97 6.96 14.27
C 9.19 6.09 15.51
C 9.60 8.20 14.14
C 9.37 8.98 13.02
C 9.80 10.39 12.92
C 8.62 8.43 11.99
C 10.44 8.73 15.27
O 10.29 9.92 15.69
O 11.29 7.87 15.63
H 6.08 6.76 11.08
H 7.36 5.60 10.90
H 7.43 7.16 9.99
H 7.68 5.50 13.45
H 8.26 5.51 15.65
H 9.45 6.71 16.37
H 10.01 5.37 15.34
H 9.17 11.04 13.47
H 9.89 10.72 11.86
H 10.78 10.61 13.35
H 8.54 8.98 11.03
C 13.97 11.42 21.30
Te 14.96 12.80 19.85
C 16.66 11.72 20.77
C 16.29 11.44 22.21
C 17.24 11.49 23.25
C 16.82 11.31 24.55
C 15.51 11.11 24.81
C 14.56 11.02 23.78
C 14.92 11.25 22.46
H 13.86 10.44 20.80
H 12.99 11.75 21.65
H 17.54 12.32 20.84
H 16.84 10.84 20.20
H 18.30 11.58 23.07
H 17.57 11.30 25.31
H 15.22 10.89 25.85
H 13.51 10.82 23.93
```

***

Stability ranking, top entry: version 1; the second entry is 18.4 kcal/mol less favorable.

***

Version 1
A 2-piece molecular cluster, CH5N3S2 overall, computed with ωB97M-V/def2-TZVPD.

Summary:
**HOMO-LUMO gap (alpha / beta)**: 8.1 / 8.1 eV
**2S+1**: 1

XYZ file:
```
11
CH5N3S2 (ωB97M-V/def2-TZVPD)
C -0.25 -1.78 0.56
N 1.25 1.90 -0.25
N -0.61 -2.96 0.43
N 0.69 1.84 0.90
S -1.45 2.02 -1.42
S 0.46 1.84 -1.58
H 0.91 -1.74 0.35
H -0.90 -0.90 0.87
H -1.53 -3.36 0.39
H 1.16 2.06 1.72
H -0.21 2.18 0.93
```

***

Version 2
The molecule CH5N3S2, computed with ωB97M-V/def2-TZVPD.

Summary:
**HOMO-LUMO gap**: 8.8 eV
**2S+1**: 1
**Structure (SMILES)**: NNC(=S)NS

XYZ file:
```
11
CH5N3S2 (ωB97M-V/def2-TZVPD)
C -0.42 0.29 0.05
H -2.24 -1.82 -0.86
H -2.44 -1.74 0.80
H -2.32 0.85 -0.13
H -0.10 -1.69 0.44
H 2.15 0.22 0.83
N -2.37 -1.19 -0.05
N -1.73 0.02 0.04
N 0.31 -0.83 0.03
S 0.11 1.88 -0.03
S 2.01 -0.85 -0.07
```

***

Stability ranking, top entry: version 2; the second entry is 38.9 kcal/mol less favorable.